# 1
A structure of composition C6H15N3 at a distorted geometry, computed with ωB97M-V with the def2-TZVPD basis set.

Output
**LUMO level**: 0.822 eV
**2S+1**: 1
**Gap between HOMO and LUMO**: 6.52 eV
**Energy above the lowest of the compared OMol25 structures with the same formula, charge and spin**: 97.5 kcal/mol
**Electronic energy**: -10931.682 eV
**HOMO**: -5.7 eV

Positions of all 24 atoms, in Å:
C (0.12338, 0.67708, 2.06506)
N (-0.62572, -0.15913, 1.13043)
C (-1.26976, 0.57465, -0.03514)
C (-1.62630, 1.92708, 0.02322)
H (-1.29071, -0.72635, 1.65189)
H (-2.10664, -0.05736, -0.33223)
H (0.85240, 1.26301, 1.50795)
H (0.67794, 0.04636, 2.76299)
H (-0.51922, 1.36376, 2.61809)
H (-2.62324, 2.21317, -0.27313)
H (-0.95803, 2.67199, 0.42991)
C (-0.10460, -2.31231, -1.01572)
C (0.55488, -1.04809, -0.55070)
N (1.78348, -1.17088, 0.02784)
N (1.18212, 1.25818, -1.09246)
C (0.19514, 0.21559, -1.19360)
H (2.21919, -0.27994, 0.24011)
H (1.91605, -1.94806, 0.65707)
H (0.69786, 2.15979, -1.16999)
H (1.93240, 1.16083, -1.76508)
H (-0.18746, 0.08443, -2.20684)
H (0.15301, -3.18031, -0.40700)
H (-1.18873, -2.20720, -1.03306)
H (0.21255, -2.52628, -2.03960)

Forces on atoms 1 to 6 (eV/Å):
0.1 -0.1 -0.2
-0.2 0.1 -0.2
0.0 0.4 0.9
0.2 -0.7 0.3
-0.3 0.4 -0.2
0.3 -0.1 -0.5

# 2
The ion C6H15N3 with charge +2 at a distorted geometry, computed with ωB97M-V with the def2-TZVPD basis set.

Output
**LUMO level**: -7.874 eV
**2S+1**: 1
**Gap between HOMO and LUMO**: 9.45 eV
**Energy above the lowest of the compared OMol25 structures with the same formula, charge and spin**: 125.0 kcal/mol
**Electronic energy**: -10913.859 eV
**HOMO**: -17.3 eV
**Charge**: +2

Positions of all 24 atoms, in Å:
C (-1.73141, -1.52221, -0.83578)
C (-0.94360, -0.59942, -0.38791)
N (-1.15570, 0.65607, 0.08751)
C (-2.42402, 1.11528, 0.51234)
C (-0.07697, 1.47906, -0.28479)
N (1.11822, 0.58992, 0.15451)
C (2.46886, 0.82494, -0.48993)
N (0.61205, -0.86573, -0.16572)
C (0.91331, -1.80708, 0.92238)
H (-1.26619, -2.53339, -0.99686)
H (-2.80193, -1.12541, -0.99904)
H (-3.03058, 1.01294, -0.34227)
H (-2.86704, 0.53054, 1.25722)
H (-2.37504, 2.14822, 0.94240)
H (0.01057, 1.66273, -1.44564)
H (0.00507, 2.45628, 0.17208)
H (1.38297, 0.47476, 1.21495)
H (2.60817, 1.95010, -0.22944)
H (3.24273, 0.22709, -0.05042)
H (2.38904, 0.56389, -1.56556)
H (1.02533, -1.20044, -1.15701)
H (0.07031, -2.10724, 1.41884)
H (1.43216, -2.61792, 0.57325)
H (1.39368, -1.31298, 1.69489)

Forces on atoms 1 to 6 (eV/Å):
-1.1 -0.8 -0.7
1.3 0.5 0.8
2.3 0.0 0.6
-0.5 2.0 0.1
0.4 0.1 -1.8
1.5 -3.0 0.8

# 3
A cluster of 2 separate species, C6H15N3O2 in total at a distorted geometry, computed with ωB97M-V with the def2-TZVPD basis set.

Output
**LUMO level**: 0.329 eV
**2S+1**: 1
**Gap between HOMO and LUMO**: 8.93 eV
**Energy above the lowest of the compared OMol25 structures with the same formula, charge and spin**: 37.6 kcal/mol
**Electronic energy**: -15028.894 eV
**HOMO**: -8.6 eV

Positions of all 26 atoms, in Å:
C (-2.12863, -0.53552, 1.18096)
C (1.86877, 0.76876, 1.87331)
C (2.13465, -1.60662, -1.04946)
C (0.74481, 1.12719, 0.84142)
C (1.10090, -0.43561, -1.22105)
C (-2.15539, 0.27600, -0.30582)
N (-2.26180, 1.54696, -0.46789)
N (-2.27839, -0.62486, -1.37424)
N (0.34645, 0.09228, -0.05995)
O (-2.29111, -1.74312, 0.93389)
O (-1.84499, 0.08438, 2.15575)
H (2.47826, 0.20773, 1.17157)
H (2.23487, 1.65534, 2.38119)
H (1.47769, 0.16619, 2.66739)
H (2.28341, -2.06351, -1.95346)
H (2.96004, -1.17723, -0.55863)
H (1.84134, -2.43367, -0.44611)
H (1.22862, 1.90962, 0.24911)
H (-0.09045, 1.54516, 1.36411)
H (0.31238, -0.59784, -2.08286)
H (1.78428, 0.38443, -1.60905)
H (-2.53310, 1.87432, -1.41674)
H (-1.93665, 2.10984, 0.34959)
H (-2.40935, -1.47293, -0.91065)
H (-2.97574, -0.31500, -2.14287)
H (0.10911, -0.74229, 0.43048)

Forces on atoms 1 to 6 (eV/Å):
0.4 -1.7 -2.8
-1.7 -0.1 -1.2
-2.5 1.5 1.7
2.2 0.9 0.2
0.2 1.5 -1.7
-0.1 -3.4 -0.9

# 4
A cluster of 2 separate species, C6H15N3O2S in total at a distorted geometry, computed with ωB97M-V with the def2-TZVPD basis set.

Output
**LUMO level (spin up / spin down)**: -1.443 / -0.628 eV
**2S+1**: 1
**Gap between HOMO and LUMO (spin up / spin down)**: 7.49 / 8.00 eV
**Energy above the lowest of the compared OMol25 structures with the same formula, charge and spin**: 75.2 kcal/mol
**Electronic energy**: -25858.897 eV
**HOMO (spin up / spin down)**: -8.9 / -8.6 eV

Positions of all 27 atoms, in Å:
C (-0.00491, -1.03382, -1.39610)
C (-1.18019, 0.98442, -1.31729)
C (0.03784, -0.82795, -2.94054)
C (-1.35082, 1.07685, -2.87668)
C (1.50276, 1.05818, 2.64097)
C (1.64443, -1.31930, 1.95956)
N (-1.41440, 0.79850, 2.84650)
N (-0.05016, 0.26504, -0.85743)
N (0.87800, -0.27597, 2.61474)
O (-1.17590, -1.42432, 1.69797)
O (-1.23030, -0.22634, -3.44784)
S (-0.61724, -0.06046, 1.85071)
H (-0.87649, -1.69945, -1.16707)
H (0.85544, -1.45654, -1.20023)
H (-1.09096, 2.09587, -1.14073)
H (-2.11407, 0.50324, -0.84163)
H (0.87779, -0.18276, -3.05548)
H (0.07330, -1.74200, -3.31188)
H (-2.30563, 1.37555, -3.28405)
H (-0.63370, 1.68862, -3.34859)
H (0.88077, 1.55821, 3.35401)
H (2.55117, 1.25492, 3.14908)
H (1.49839, 1.43530, 1.65188)
H (0.98337, -2.07444, 1.69147)
H (2.17422, -1.02923, 1.00506)
H (2.44271, -1.68048, 2.70349)
H (-2.35543, 0.93837, 3.02008)

Forces on atoms 1 to 6 (eV/Å):
-5.0 1.5 -2.0
-2.0 1.6 -0.4
-3.0 3.6 2.2
-0.5 -2.8 0.1
1.7 0.1 2.4
2.8 0.6 0.3

# 5
The ion C6H15N3O7PS with charge +1 at a distorted geometry, computed with ωB97M-V with the def2-TZVPD basis set.

Output
**LUMO level**: -6.112 eV
**2S+1**: 1
**Gap between HOMO and LUMO**: 8.03 eV
**Electronic energy**: -45385.060 eV
**HOMO**: -14.1 eV
**Charge**: +1

Positions of all 33 atoms, in Å:
O (2.76544, -0.41803, 1.75847)
P (1.86810, -1.35078, 1.11587)
O (0.70011, -1.76848, 2.12441)
O (2.55332, -2.69570, 0.70339)
N (1.06646, -0.59183, -0.22874)
C (1.77161, 0.52080, -0.91369)
C (0.93192, 1.80563, -1.09470)
C (0.57458, 2.34664, 0.30683)
S (-1.02968, 3.14832, 0.35899)
O (-1.19182, 4.04762, -0.71714)
O (-2.08386, 2.19622, 0.48535)
O (-0.99071, 4.02050, 1.71741)
C (-0.12260, -1.07821, -0.58976)
N (-0.18012, -2.43840, -1.01276)
C (-1.30657, -3.02986, -0.21699)
O (-2.47702, -2.45426, -0.78173)
C (-2.50840, -1.13866, -0.30344)
N (-1.27335, -0.34409, -0.60524)
H (0.09433, -1.00566, 2.12925)
H (3.37050, -2.52072, 0.20767)
H (2.64083, 0.81143, -0.32378)
H (2.16179, 0.17315, -1.87213)
H (1.61680, 2.52367, -1.54161)
H (0.07658, 1.66448, -1.75138)
H (1.31349, 3.10727, 0.56975)
H (0.60933, 1.60050, 1.10314)
H (-0.30477, 3.60773, 2.27290)
H (-0.60800, -2.34208, -1.93895)
H (-1.25609, -2.67160, 0.81287)
H (-1.30602, -4.11104, -0.29282)
H (-2.72054, -1.13654, 0.77003)
H (-3.35602, -0.64445, -0.77265)
H (-1.39961, 0.16645, -1.47882)

Forces on atoms 1 to 6 (eV/Å):
0.5 1.3 -0.5
0.9 -0.7 1.4
-0.4 0.0 -1.7
-0.7 -0.1 -0.5
0.4 -0.3 0.0
-0.3 1.5 -0.2

# 6
A cluster of 2 separate species, C6H15NO in total at a distorted geometry, computed with ωB97M-V with the def2-TZVPD basis set.

Output
**LUMO level (spin up / spin down)**: 3.750 / 3.642 eV
**<S²>**: 0.751
**2S+1**: 2
**Gap between HOMO and LUMO (spin up / spin down)**: 2.70 / 7.86 eV
**Energy above the lowest of the compared OMol25 structures with the same formula, charge and spin**: 15.5 kcal/mol
**Electronic energy**: -10001.237 eV
**HOMO (spin up / spin down)**: 1.1 / -4.2 eV
**Charge**: -1

Positions of all 23 atoms, in Å:
C (0.92858, 1.03476, -2.77542)
C (0.23613, 0.62425, -1.48026)
C (0.89507, -0.53283, -0.71473)
C (0.05715, -0.98410, 0.48408)
C (-1.20655, -1.37404, 0.26109)
N (-2.10373, -1.73158, 1.27867)
C (0.68273, -1.12100, 1.82768)
H (1.85268, 1.53217, -2.48249)
H (1.10391, 0.15440, -3.39501)
H (0.32480, 1.72953, -3.35846)
H (-0.79583, 0.32936, -1.66285)
H (0.21385, 1.44924, -0.76321)
H (1.10133, -1.36253, -1.40739)
H (1.87351, -0.25599, -0.31998)
H (-1.57416, -1.47773, -0.75106)
H (-1.84955, -1.36785, 2.18674)
H (-3.06609, -1.72269, 1.00072)
H (1.56627, -0.47633, 1.85527)
H (0.87175, -2.18612, 2.02503)
H (0.07265, -0.76324, 2.66150)
H (-0.42590, 2.67306, 2.61494)
H (-0.24231, 2.61511, 1.09438)
O (-0.51630, 3.21416, 1.82075)

Forces on atoms 1 to 6 (eV/Å):
-0.2 -0.1 0.6
0.0 -0.3 0.4
0.0 -0.4 0.2
-0.7 -0.1 -1.1
0.3 0.1 0.7
0.8 -0.6 -0.7

Repeat the third record exactly.
A cluster of 2 separate species, C6H15N3O2 in total at a distorted geometry, computed with ωB97M-V with the def2-TZVPD basis set.

Output
**LUMO level**: 0.329 eV
**2S+1**: 1
**Gap between HOMO and LUMO**: 8.93 eV
**Energy above the lowest of the compared OMol25 structures with the same formula, charge and spin**: 37.6 kcal/mol
**Electronic energy**: -15028.894 eV
**HOMO**: -8.6 eV

Positions of all 26 atoms, in Å:
C (-2.12863, -0.53552, 1.18096)
C (1.86877, 0.76876, 1.87331)
C (2.13465, -1.60662, -1.04946)
C (0.74481, 1.12719, 0.84142)
C (1.10090, -0.43561, -1.22105)
C (-2.15539, 0.27600, -0.30582)
N (-2.26180, 1.54696, -0.46789)
N (-2.27839, -0.62486, -1.37424)
N (0.34645, 0.09228, -0.05995)
O (-2.29111, -1.74312, 0.93389)
O (-1.84499, 0.08438, 2.15575)
H (2.47826, 0.20773, 1.17157)
H (2.23487, 1.65534, 2.38119)
H (1.47769, 0.16619, 2.66739)
H (2.28341, -2.06351, -1.95346)
H (2.96004, -1.17723, -0.55863)
H (1.84134, -2.43367, -0.44611)
H (1.22862, 1.90962, 0.24911)
H (-0.09045, 1.54516, 1.36411)
H (0.31238, -0.59784, -2.08286)
H (1.78428, 0.38443, -1.60905)
H (-2.53310, 1.87432, -1.41674)
H (-1.93665, 2.10984, 0.34959)
H (-2.40935, -1.47293, -0.91065)
H (-2.97574, -0.31500, -2.14287)
H (0.10911, -0.74229, 0.43048)

Forces on atoms 1 to 6 (eV/Å):
0.4 -1.7 -2.8
-1.7 -0.1 -1.2
-2.5 1.5 1.7
2.2 0.9 0.2
0.2 1.5 -1.7
-0.1 -3.4 -0.9

Look up the 2S+1 of the sixth one. 2

Which value of 2S+1 does entry 1 give? 1